(1)
{"formula": "C10H11ClNS", "method": "ωB97M-V with the def2-TZVPD basis set", "gap_ev": 7.558, "lumo_ev": -4.7, "mol_weight_g_mol": 212.72, "total_charge": 1, "total_energy_ha": -1300.50123, "homo_ev": -12.3, "species": ["C", "C", "C", "C", "C", "C", "C", "C", "C", "C", "N", "S", "Cl", "H", "H", "H", "H", "H", "H", "H", "H", "H", "H", "H"], "xyz": [[0.431, -2.472, -0.040], [0.034, -3.611, 0.519], [-1.546, -1.768, 0.986], [-0.467, -1.380, 0.216], [0.058, 2.561, -1.651], [-0.216, 1.494, -2.352], [0.130, 2.411, -0.161], [-0.286, 0.231, -1.732], [-0.122, 1.107, 0.460], [-0.334, -0.033, -0.386], [-0.379, 1.126, 1.744], [-1.444, -3.368, 1.414], [2.467, 0.259, 1.303], [1.372, -2.331, -0.552], [0.588, -4.465, 0.560], [-2.477, -1.276, 1.126], [0.144, 3.588, -2.127], [-0.344, 1.502, -3.433], [1.257, 2.675, 0.071], [-0.275, -0.622, -2.339], [-0.537, 3.070, 0.353], [2.785, -1.034, 1.340], [-0.445, 0.292, 2.287], [-0.393, 2.044, 2.395]], "nbo_charge": [-0.256, -0.364, -0.450, -0.131, -0.067, -0.258, -0.551, -0.019, 0.460, -0.127, -0.697, 0.528, -0.289, 0.232, 0.242, 0.254, 0.255, 0.247, 0.302, 0.232, 0.272, 0.311, 0.434, 0.440]}

---

(2)
{"formula": "C59H45N2NiO4P3Si", "method": "ωB97M-V with the def2-TZVPD basis set", "gap_ev": [7.363, 7.283], "lumo_ev": [0.2, 0.3], "mol_weight_g_mol": 1025.72, "total_charge": 0, "total_energy_ha": -5507.79836, "homo_ev": [-7.1, -7.0], "species": ["Ni", "C", "C", "C", "C", "C", "C", "P", "C", "C", "C", "C", "C", "C", "C", "C", "C", "C", "C", "C", "Si", "C", "C", "C", "C", "C", "C", "P", "C", "C", "C", "C", "C", "C", "C", "C", "C", "C", "C", "C", "C", "C", "C", "C", "C", "C", "P", "C", "C", "C", "C", "C", "C", "C", "C", "C", "C", "C", "C", "H", "H", "H", "H", "H", "H", "H", "H", "H", "H", "H", "H", "H", "H", "H", "H", "H", "H", "H", "H", "H", "H", "H", "H", "H", "H", "H", "H", "H", "H", "H", "H", "H", "H", "H", "H", "H", "H", "H", "H", "H", "H", "O", "C", "O", "C", "C", "N", "N", "C", "C", "O", "O", "H", "H", "H"], "xyz": [[-0.362, 0.600, -0.341], [-3.948, 1.232, 4.537], [-2.863, 0.476, 4.954], [-1.982, -0.063, 4.024], [-2.179, 0.157, 2.668], [-3.239, 0.968, 2.259], [-4.127, 1.490, 3.183], [-1.237, -0.669, 1.337], [-2.539, -1.811, 0.710], [-2.703, -3.138, 1.093], [-3.746, -3.900, 0.582], [-4.633, -3.354, -0.330], [-4.470, -2.036, -0.732], [-3.435, -1.272, -0.218], [0.060, -1.645, 2.176], [-0.181, -2.632, 3.136], [0.875, -3.304, 3.725], [2.185, -2.982, 3.377], [2.424, -1.990, 2.444], [1.372, -1.305, 1.831], [1.582, -0.057, 0.441], [2.619, -0.918, -0.942], [3.963, -0.606, -1.202], [4.665, -1.122, -2.283], [4.037, -1.984, -3.165], [2.715, -2.326, -2.936], [2.010, -1.809, -1.849], [0.285, -2.339, -1.574], [-0.241, -2.799, -3.265], [-0.653, -1.744, -4.081], [-1.082, -1.964, -5.379], [-1.117, -3.259, -5.881], [-0.712, -4.317, -5.081], [-0.274, -4.092, -3.781], [0.571, -3.971, -0.775], [-0.524, -4.816, -0.587], [-0.388, -6.031, 0.063], [0.852, -6.424, 0.552], [1.946, -5.591, 0.381], [1.808, -4.376, -0.281], [2.597, 1.467, 0.936], [3.946, 1.429, 1.320], [4.716, 2.573, 1.420], [4.146, 3.805, 1.126], [2.793, 3.884, 0.842], [2.006, 2.734, 0.794], [0.158, 2.780, 0.787], [-0.095, 2.962, 2.601], [-1.247, 3.578, 3.087], [-1.473, 3.681, 4.449], [-0.557, 3.163, 5.355], [0.579, 2.526, 4.884], [0.806, 2.424, 3.517], [-0.265, 4.464, 0.201], [0.033, 5.630, 0.912], [-0.317, 6.872, 0.410], [-0.982, 6.969, -0.809], [-1.305, 5.821, -1.512], [-0.952, 4.577, -1.003], [-4.640, 1.637, 5.264], [-2.697, 0.296, 6.008], [-1.136, -0.647, 4.371], [-3.382, 1.189, 1.206], [-4.953, 2.103, 2.846], [-2.015, -3.607, 1.775], [-3.854, -4.933, 0.894], [-5.438, -3.953, -0.736], [-5.140, -1.598, -1.461], [-3.300, -0.265, -0.588], [-1.187, -2.862, 3.451], [0.679, -4.077, 4.456], [3.008, -3.503, 3.840], [3.441, -1.756, 2.171], [4.482, 0.096, -0.581], [5.693, -0.833, -2.443], [4.566, -2.385, -4.020], [2.216, -3.004, -3.617], [-0.636, -0.731, -3.690], [-1.399, -1.128, -5.989], [-1.463, -3.442, -6.890], [-0.728, -5.328, -5.468], [0.058, -4.929, -3.182], [-1.496, -4.523, -0.962], [-1.252, -6.671, 0.188], [0.964, -7.373, 1.059], [2.917, -5.883, 0.758], [2.679, -3.742, -0.401], [4.405, 0.483, 1.543], [5.755, 2.506, 1.709], [4.742, 4.708, 1.160], [2.350, 4.856, 0.682], [-1.976, 3.985, 2.395], [-2.374, 4.166, 4.803], [-0.733, 3.250, 6.420], [1.298, 2.108, 5.577], [1.713, 1.937, 3.180], [0.527, 5.565, 1.875], [-0.078, 7.766, 0.972], [-1.258, 7.941, -1.199], [-1.840, 5.883, -2.451], [-1.238, 3.684, -1.542], [-1.358, 2.701, -5.620], [-0.051, 2.666, -5.423], [0.749, 3.031, -6.250], [0.417, 2.142, -4.109], [1.751, 2.042, -3.762], [1.803, 1.537, -2.522], [0.582, 1.295, -2.032], [-0.267, 1.659, -2.983], [-1.717, 1.496, -2.661], [-2.557, 1.826, -3.509], [-1.935, 1.037, -1.504], [-1.863, 2.368, -4.819], [2.631, 2.300, -4.323], [2.616, 1.297, -1.976]], "mulliken_charge": [0.464, -0.766, -0.813, -0.195, 0.743, -0.212, -0.795, 0.468, 1.441, -0.359, -0.736, -0.682, -0.901, -0.301, 0.365, -0.322, -1.315, -0.881, -0.526, 0.712, 0.522, 0.418, -0.700, -0.914, -1.163, -0.747, 0.403, 1.659, -0.556, -0.308, -0.670, -0.713, -0.747, -0.246, 0.835, -0.861, -0.809, -0.734, -0.553, -0.764, 1.009, -0.474, -1.072, -0.939, -0.903, 0.105, 2.390, 0.368, -0.412, -0.758, -0.643, -0.857, -0.415, 0.266, -0.541, -0.803, -0.591, -0.741, -0.590, 0.407, 0.445, 0.422, 0.263, 0.446, 0.241, 0.445, 0.396, 0.490, -0.004, 0.582, 0.430, 0.485, 0.298, 0.405, 0.436, 0.413, 0.508, 0.448, 0.541, 0.390, 0.432, 0.416, 0.791, 0.433, 0.389, 0.417, 0.252, 0.498, 0.441, 0.410, 0.552, 0.473, 0.427, 0.409, 0.436, 0.252, 0.587, 0.423, 0.408, 0.497, 0.317, -0.614, 0.152, -0.640, 0.080, -0.505, 0.346, 0.520, -1.215, 1.401, -0.948, -0.181, 0.388, 0.624, -0.293]}

---

(3)
{"formula": "C17H19N", "method": "ωB97M-V with the def2-TZVPD basis set", "smiles": "Cc1c[nH]c2ccccc12.CCc1ccccc1", "gap_ev": 8.620, "lumo_ev": 0.8, "mol_weight_g_mol": 237.35, "total_charge": 0, "total_energy_ha": -713.94476, "homo_ev": -7.8, "species": ["C", "C", "C", "N", "C", "C", "C", "C", "C", "C", "H", "H", "H", "H", "H", "H", "H", "H", "H", "C", "C", "C", "C", "C", "C", "C", "C", "H", "H", "H", "H", "H", "H", "H", "H", "H", "H"], "xyz": [[-3.519, 0.138, -0.210], [-2.639, -0.700, 0.647], [-1.989, -1.828, 0.293], [-1.209, -2.281, 1.336], [-1.419, -1.467, 2.419], [-0.889, -1.536, 3.689], [-1.273, -0.554, 4.594], [-2.107, 0.490, 4.209], [-2.600, 0.581, 2.920], [-2.290, -0.425, 2.010], [-3.358, 1.209, -0.073], [-4.546, 0.042, 0.153], [-3.566, -0.062, -1.273], [-2.027, -2.313, -0.665], [-0.791, -3.189, 1.423], [-0.198, -2.283, 4.059], [-0.797, -0.549, 5.564], [-2.359, 1.267, 4.916], [-3.244, 1.380, 2.578], [3.478, 1.627, -0.118], [2.097, 1.091, -0.460], [1.991, 0.639, -1.900], [1.895, -0.710, -2.225], [1.685, -1.102, -3.550], [1.644, -0.155, -4.566], [1.869, 1.173, -4.235], [2.156, 1.566, -2.929], [3.686, 2.603, -0.555], [4.244, 0.946, -0.484], [3.639, 1.741, 0.958], [1.808, 0.311, 0.239], [1.370, 1.903, -0.351], [1.799, -1.422, -1.410], [1.677, -2.164, -3.730], [1.343, -0.467, -5.553], [1.923, 1.937, -4.997], [2.515, 2.562, -2.726]], "nbo_charge": [-0.632, -0.084, -0.029, -0.550, 0.209, -0.271, -0.212, -0.244, -0.182, -0.120, 0.215, 0.213, 0.223, 0.211, 0.407, 0.213, 0.210, 0.211, 0.210, -0.600, -0.424, 0.001, -0.216, -0.202, -0.233, -0.199, -0.221, 0.203, 0.206, 0.212, 0.213, 0.211, 0.207, 0.209, 0.215, 0.209, 0.211]}